36
Properties=species:S:1:pos:R:3:forces:R:3 method="wB97M-V/def2-TZVPD" total_charge=+2 lumo_ev=-7.11 orbital_gap_ev=6.84 e_homo_ev=-13.95 spin_multiplicity=1
Sr 3.5300 -1.5137 -0.6709 0.2277 -0.8870 -1.3364
S 3.6679 3.0616 -0.3371 -0.2585 -0.3358 0.3662
S 3.5436 -2.1064 3.6769 -0.1081 0.7637 -0.0804
O -1.2403 -1.0372 0.7632 -1.3243 0.6323 -0.1849
O -3.3255 -0.6051 1.5647 0.2024 0.0040 -1.0273
O -0.9568 0.7436 -1.5147 -0.6354 -0.7572 -0.3077
N 1.4449 -3.0915 2.1682 0.2338 0.2797 0.5332
N 1.6907 1.8686 -1.8314 0.1721 0.2031 -0.0941
N 2.6396 -1.2519 1.4169 -0.9197 -0.6473 2.3207
N -2.8993 0.0349 -0.5482 0.9223 -0.2846 0.3089
N 2.8080 0.6275 -0.1775 -0.8994 2.2888 -0.6692
C -2.1021 0.1082 -4.0919 -0.7845 0.2825 0.8278
C 2.4253 -2.1683 2.3660 -0.0155 0.1451 -1.2458
C -4.3440 0.2083 -0.4398 0.0615 -0.2648 -0.8442
C -2.1221 0.3821 -1.6643 0.6061 0.4464 0.8297
C 3.5212 -0.2574 1.8650 0.7702 -2.3643 1.9557
C 2.6062 1.7707 -0.8589 0.4111 -0.9923 0.6020
C 4.1669 -0.6076 3.0325 -0.2690 0.6874 -0.8858
C -2.3546 -0.5718 0.6189 0.2613 -0.0285 0.0498
C 3.5781 0.8458 0.9747 0.8285 2.7465 -1.6591
C -4.5833 -0.0986 1.0198 -0.1148 0.0789 0.9619
C 4.1937 2.0856 0.9999 -0.5130 -1.6150 0.2534
C -2.8118 0.3193 -2.9659 0.2991 0.1530 -1.0115
H 1.6118 2.7746 -2.2789 -0.1855 -0.3071 -0.0279
H -5.3529 -0.8661 1.1539 0.2842 0.2079 0.1285
H -2.6020 0.0654 -5.0583 0.2122 -0.0452 0.2208
H 4.9074 2.3944 1.7538 -0.1883 0.3460 -0.2282
H 1.1875 -3.6271 2.9934 -0.1150 -0.0262 -0.4445
H -4.8511 0.8083 1.5749 0.0904 -0.3630 0.0086
H 4.9414 -0.0185 3.5141 -0.2205 -0.3347 0.1618
H 0.6635 -2.7355 1.6082 0.1926 -0.2116 0.3947
H -4.6366 1.2317 -0.7027 0.0387 -0.2855 0.0359
H 0.8383 1.2784 -1.8177 0.4599 0.4331 0.1478
H -3.8956 0.4749 -2.9771 0.4480 -0.2480 -0.1193
H -1.0221 -0.0147 -4.0443 -0.2324 0.0032 -0.0623
H -4.8658 -0.5126 -1.0855 0.0619 0.2966 0.1214